[1]
The following is a quantum chemistry calculation of a structure of composition C32H21BrF5N3O4RuS4, from the Open Molecules 2025 dataset.

Last column: Löwdin spin population.
CARTESIAN COORDINATES (ANGSTROEM)
Ru -0.057 -0.300 0.124  1.430
Br -3.887 -1.630 -0.384  -0.001
S 1.815 -2.219 1.072  -0.312
S -0.448 1.565 -3.112  0.006
S -1.062 3.030 1.658  0.005
S 2.048 0.683 1.267  -0.144
F -0.796 0.761 3.239  0.002
F -2.606 -4.367 3.024  -0.001
F -1.995 -0.309 5.386  -0.001
F -2.920 -2.886 5.315  0.001
F -1.391 -3.294 0.876  0.001
O -0.802 1.064 -1.767  0.021
O 0.778 -0.704 -3.795  0.002
O 1.334 -0.870 -1.634  0.043
O -0.569 2.028 0.701  0.024
N -1.422 -1.681 -1.561  0.002
N 5.755 1.090 1.003  -0.002
N 5.424 -3.181 1.215  -0.004
C -4.551 2.533 3.683  0.000
C -1.991 3.956 -0.833  0.000
C 2.826 -0.845 1.145  -0.025
C -4.616 1.067 1.776  0.000
C 4.212 -0.937 1.153  -0.006
C -1.550 -2.511 1.970  -0.003
C 2.104 1.901 -2.026  0.000
C 1.895 2.046 -4.420  0.000
C -3.355 1.500 1.400  0.000
C -2.777 -3.578 -2.108  0.000
C 5.036 0.195 1.094  -0.004
C -0.937 3.385 -3.060  0.002
C -0.508 -2.110 -2.433  0.001
C 0.661 -1.146 -2.649  0.004
C 4.866 -2.176 1.168  -0.008
C -1.858 -1.044 4.263  -0.001
C 3.264 2.195 -4.531  0.000
C -0.730 4.018 -1.695  0.000
C -1.731 4.431 0.587  0.003
C 3.478 2.044 -2.141  0.000
C -1.787 -4.057 -2.954  0.000
C -3.304 2.987 3.294  0.000
C 4.055 2.182 -3.392  0.000
C -0.650 -3.290 -3.148  0.000
C -5.211 1.587 2.914  0.000
C -2.723 2.474 2.146  0.000
C 1.328 1.897 -3.165  0.000
C -2.531 -2.388 -1.456  0.001
C -2.162 -3.095 3.072  -0.002
C -1.116 -1.188 1.925  -0.041
C -1.261 -0.508 3.130  0.000
C -2.326 -2.349 4.232  0.004
H 5.129 2.253 -3.488  0.000
H -0.340 3.862 -3.832  0.000
H -0.416 5.059 -1.813  0.000
H 0.065 3.488 -1.170  0.000
H -1.924 -4.999 -3.466  0.000
H -0.980 5.220 0.613  0.000
H 3.712 2.293 -5.510  0.000
H 1.271 2.001 -5.301  0.000
H 4.092 2.019 -1.253  0.000
H -3.709 -4.100 -1.963  0.000
H -5.115 0.307 1.197  0.000
H -2.843 1.070 0.545  -0.001
H -1.985 3.415 -3.355  0.000
H -2.772 3.718 3.884  0.000
H -2.634 4.784 1.080  0.000
H -2.783 4.568 -1.277  0.000
H 0.122 -3.587 -3.838  0.000
H -2.339 2.923 -0.811  0.000
H -5.002 2.897 4.595  0.000
H -6.183 1.231 3.219  0.000
H 1.645 1.760 -1.055  0.000

Its total charge is -1. The calculation puts the molar mass at 915.8 u. Its total energy is -175736.4157 eV. Its expectation value of S² is 1.068. The multiplicity is 2. The max |F| is 3.56 eV/A. The calculation puts the orbital gap (spin up / spin down) at 6.065 / 7.100 eV. The value obtained for the relative energy (zero: lowest compared OMol25 entry of this formula, charge and spin) is 72.5 kcal per mole.

---

[2]
The following is a quantum chemistry calculation of a cluster of 8 separate species, C32H88N8O8 in total, from the Open Molecules 2025 dataset.

Last column: Löwdin charge in e.
CARTESIAN COORDINATES (ANGSTROEM)
O 8.909 -15.360 -29.237  -0.183
O 13.437 -10.660 -22.312  -0.174
O 18.943 -21.830 -23.111  -0.208
O 14.178 -22.198 -24.776  -0.217
O 14.152 -18.562 -18.069  -0.183
O 9.071 -16.489 -20.489  -0.168
O 17.074 -16.064 -23.893  -0.209
O 14.555 -18.643 -22.006  -0.232
N 19.459 -18.798 -23.858  0.055
N 22.106 -22.423 -21.427  0.032
N 14.447 -15.897 -22.241  0.085
N 13.413 -13.765 -20.380  0.044
N 15.209 -14.973 -17.992  0.041
N 10.776 -13.704 -18.899  0.029
N 15.127 -20.736 -27.969  0.034
N 10.675 -18.430 -28.247  0.036
C 13.218 -18.583 -19.135  -0.100
C 19.839 -22.349 -22.155  -0.228
C 15.467 -12.488 -20.943  -0.051
C 11.237 -16.188 -27.456  -0.058
C 17.602 -22.124 -22.811  -0.102
C 13.787 -18.111 -23.060  -0.197
C 12.421 -16.059 -23.619  -0.046
C 14.948 -16.283 -18.582  -0.455
C 18.237 -18.095 -23.522  -0.447
C 13.310 -16.751 -22.589  -0.420
C 18.310 -16.695 -24.103  -0.215
C 13.241 -12.010 -21.985  -0.233
C 18.036 -18.110 -22.024  -0.046
C 16.215 -16.794 -19.227  -0.050
C 14.418 -17.262 -17.553  -0.198
C 13.481 -19.818 -26.447  -0.069
C 13.961 -23.489 -24.278  -0.117
C 9.749 -16.462 -29.480  -0.236
C 10.149 -15.722 -20.031  -0.245
C 17.067 -14.723 -24.339  -0.098
C 15.088 -19.928 -22.237  -0.090
C 21.244 -21.960 -22.532  -0.440
C 10.180 -17.047 -28.154  -0.435
C 14.276 -22.160 -26.190  -0.210
C 13.958 -12.441 -20.729  -0.412
C 9.337 -13.554 -20.964  -0.060
C 12.426 -9.823 -21.800  -0.110
C 9.487 -17.769 -20.886  -0.105
C 21.663 -22.575 -23.863  -0.059
C 9.701 -14.326 -19.689  -0.434
C 14.670 -20.743 -26.564  -0.440
C 8.583 -14.663 -30.416  -0.111
H 15.883 -11.486 -21.085  0.079
H 16.055 -21.145 -28.031  0.070
H 17.351 -21.785 -21.793  0.087
H 17.351 -18.562 -23.993  0.126
H 16.941 -21.605 -23.501  0.072
H 21.330 -20.873 -22.585  0.132
H 14.693 -24.192 -24.695  0.087
H 13.728 -18.785 -26.706  0.073
H 12.894 -19.617 -19.255  0.095
H 14.038 -14.202 -19.707  0.029
H 12.958 -23.850 -24.548  0.091
H 14.355 -18.042 -24.003  0.131
H 16.077 -17.767 -19.705  0.070
H 16.065 -14.322 -24.197  0.072
H 12.100 -15.097 -23.221  0.066
H 21.132 -22.125 -24.705  0.074
H 14.971 -15.653 -23.078  0.052
H 15.263 -19.765 -28.239  0.067
H 14.170 -16.144 -19.340  0.110
H 10.108 -13.670 -21.732  0.061
H 10.610 -16.192 -19.147  0.120
H 11.610 -13.691 -19.512  0.019
H 12.932 -18.775 -23.280  0.129
H 23.059 -22.560 -21.742  0.065
H 11.782 -16.734 -26.689  0.052
H 19.144 -16.142 -23.646  0.137
H 7.944 -13.833 -30.121  0.088
H 13.327 -22.441 -26.668  0.134
H 10.045 -18.989 -28.818  0.069
H 13.762 -11.712 -19.937  0.137
H 13.581 -14.373 -21.187  0.033
H 15.497 -20.471 -25.896  0.131
H 15.940 -12.916 -20.055  0.066
H 10.945 -15.647 -20.795  0.111
H 12.404 -9.868 -20.705  0.086
H 19.726 -18.721 -24.832  0.072
H 10.043 -17.718 -21.833  0.080
H 13.670 -18.232 -20.068  0.057
H 9.488 -14.254 -30.879  0.088
H 17.285 -14.680 -25.414  0.092
H 8.046 -15.314 -31.112  0.088
H 16.528 -16.133 -20.040  0.073
H 17.414 -23.205 -22.840  0.095
H 14.316 -20.602 -22.620  0.089
H 8.794 -14.371 -19.077  0.137
H 12.316 -17.999 -18.907  0.075
H 15.029 -22.903 -26.497  0.125
H 22.720 -22.356 -24.019  0.074
H 10.555 -12.709 -18.846  0.060
H 14.025 -23.456 -23.193  0.085
H 12.172 -12.260 -21.878  0.109
H 9.286 -12.478 -20.753  0.070
H 10.641 -16.139 -30.043  0.126
H 12.661 -8.802 -22.098  0.087
H 19.749 -23.447 -22.110  0.132
H 11.447 -10.076 -22.220  0.087
H 12.672 -16.926 -21.715  0.116
H 15.547 -20.240 -21.304  0.092
H 13.509 -16.876 -17.072  0.127
H 19.605 -21.949 -21.157  0.135
H 14.407 -14.601 -17.496  0.083
H 15.878 -19.873 -23.000  0.057
H 17.019 -16.869 -18.491  0.091
H 12.985 -19.866 -25.480  0.070
H 15.993 -14.981 -17.352  0.079
H 12.963 -15.899 -24.555  0.076
H 18.917 -17.692 -21.530  0.094
H 10.768 -15.322 -26.982  0.081
H 18.531 -16.802 -25.178  0.128
H 15.174 -17.432 -16.781  0.129
H 17.155 -17.532 -21.736  0.044
H 15.111 -16.532 -21.792  0.053
H 17.895 -19.126 -21.648  0.072
H 8.600 -18.380 -21.037  0.089
H 21.783 -23.343 -21.138  0.066
H 8.356 -13.830 -21.350  0.075
H 19.428 -19.789 -23.649  0.043
H 17.796 -14.118 -23.793  0.095
H 21.465 -23.647 -23.852  0.081
H 11.937 -15.751 -28.178  0.079
H 13.561 -12.634 -22.831  0.126
H 11.542 -16.674 -23.819  0.078
H 15.747 -13.101 -21.803  0.061
H 11.548 -18.406 -28.772  0.072
H 12.735 -20.128 -27.185  0.072
H 10.123 -18.226 -20.118  0.079
H 9.226 -17.230 -30.071  0.124
H 9.320 -17.062 -27.478  0.140

As for the structure (SMILES): COC[C@H](C)N.COC[C@H](C)N.COC[C@H](C)N.COC[C@H](C)N.COC[C@H](C)N.COC[C@H](C)N.COC[C@H](C)N.COC[C@H](C)N. Its total charge is 0. The calculation puts the molar mass at 713.1 u. Its total energy is -62908.7672 eV. The max |F| is 1.05 eV/A. The calculation puts the orbital gap at 9.015 eV. The value obtained for the relative energy (zero: lowest compared OMol25 entry of this formula, charge and spin) is 0.0 kcal per mole.

---

[3]
The following is a quantum chemistry calculation of a structure of composition C23H23ClF6N4ORh, from the Open Molecules 2025 dataset.

Last column: Löwdin spin population.
CARTESIAN COORDINATES (ANGSTROEM)
Rh -0.292 -0.227 -0.382  2.383
Cl -3.716 0.200 -1.197  0.188
F 1.302 -2.992 0.565  0.001
F -1.963 -3.494 -1.862  0.002
F -3.354 -3.345 -0.216  0.000
F 0.525 -2.688 -1.423  0.023
F 0.544 -4.674 -0.560  0.001
F -2.144 -5.116 -0.445  0.001
O -1.308 -1.763 0.381  0.186
N -0.520 1.086 -2.192  0.076
N 1.845 0.367 -0.454  0.071
N 0.476 -0.023 2.134  0.049
N -0.407 1.888 0.445  0.084
C 3.403 1.987 0.313  0.002
C 1.038 -0.845 4.302  0.002
C 0.326 -3.395 -0.277  0.007
C -0.306 0.893 2.701  0.003
C -0.946 3.310 -2.921  0.003
C 0.960 2.454 0.520  0.006
C -0.295 1.638 -4.498  0.003
C -0.876 2.349 -1.927  0.010
C -1.129 -3.737 1.731  0.003
C -0.463 0.997 4.075  0.001
C -1.065 -3.115 0.335  0.024
C -0.233 0.741 -3.448  0.017
C 4.456 1.195 -0.106  -0.001
C -1.054 1.808 1.765  0.006
C -0.658 2.948 -4.227  0.003
C 2.864 -0.396 -0.869  0.008
C -2.140 -3.782 -0.557  0.003
C 0.213 0.104 4.888  0.000
C 4.182 -0.021 -0.715  0.003
C 2.102 1.542 0.119  0.007
C -3.380 -0.716 -2.593  0.721
C 1.141 -0.867 2.923  0.004
C -1.250 2.648 -0.494  0.008
H -0.855 -4.791 1.724  0.001
H 0.106 0.152 5.963  0.000
H 5.477 1.521 0.039  0.000
H 4.971 -0.673 -1.061  0.000
H 2.595 -1.340 -1.323  0.002
H -2.281 2.326 -0.346  0.001
H -0.059 1.311 -5.500  0.000
H -0.711 3.680 -5.022  0.000
H 0.051 -0.292 -3.610  0.003
H 1.010 3.325 -0.139  0.001
H -3.436 -1.786 -2.496  0.038
H 1.592 -1.553 4.902  0.000
H -1.104 1.760 4.497  0.000
H -2.145 -3.632 2.108  0.000
H -1.230 4.323 -2.670  0.001
H -2.057 1.399 1.609  0.000
H -0.460 -3.183 2.384  0.000
H 3.582 2.944 0.786  0.001
H -1.165 2.805 2.207  0.002
H 1.147 2.822 1.531  0.001
H -1.204 3.724 -0.296  0.002
H -3.481 -0.219 -3.545  0.038
H 1.778 -1.585 2.422  0.000

Its total charge is +1. The calculation puts the molar mass at 623.8 u. Its total energy is -64061.2124 eV. Its expectation value of S² is 6.010. The multiplicity is 5. The max |F| is 0.22 eV/A. The calculation puts the orbital gap (spin up / spin down) at 8.278 / 8.148 eV. The value obtained for the relative energy (zero: lowest compared OMol25 entry of this formula, charge and spin) is 0.0 kcal per mole.